[1]
ORCA calculation (ωB97M-V/def2-TZVPD) on a cluster of 2 separate species, C9H8IN in total at a distorted geometry.

Output
Energy relative to the best compared isomer or geometry (same formula, charge and spin) (kJ/mol): 0.00
DFT total energy (a.u.): -700.01526
<S²>: 2.033

```
! RIJCOSX wB97M-V def2-TZVPD def2/J DEFGRID3
* xyz 0 3
C -2.178 1.634 1.206
C 1.794 -1.295 0.374
C 0.832 -1.850 -0.431
C 1.660 -0.138 1.085
C -0.382 -1.180 -0.493
C 0.384 0.388 1.080
C -0.684 -0.113 0.409
C 0.472 0.988 -1.698
C -1.964 0.447 0.532
N -2.302 2.658 1.739
I -3.715 -0.393 -0.368
H 2.760 -1.803 0.304
H 1.016 -2.768 -0.987
H 2.363 0.354 1.774
H -1.247 -1.539 -0.992
H 0.141 1.183 1.846
H 0.824 1.613 -1.036
H -0.616 1.165 -1.664
H 0.842 0.647 -2.678
*
```

Atomic partial charges in e from the Mulliken method, atoms 1 to 5: atom 1 (C): 0.359, atom 2 (C): -0.046, atom 3 (C): -0.894, atom 4 (C): -0.935, atom 5 (C): 0.111

[2]
ORCA calculation (ωB97M-V/def2-TZVPD) on a cluster of 3 separate species, C5H16N2 in total at a distorted geometry.

Output
Energy relative to the best compared isomer or geometry (same formula, charge and spin) (kJ/mol): 534.45
DFT total energy (a.u.): -309.40573

```
! RIJCOSX wB97M-V def2-TZVPD def2/J DEFGRID3
* xyz 0 1
C -0.090 -0.579 -1.054
C -1.403 -0.167 -1.704
N -0.419 -1.647 1.585
N -0.313 -2.873 0.894
H -1.389 -1.348 1.471
H -1.198 -3.355 0.765
H 0.332 -3.480 1.386
H 0.031 -1.677 -1.115
H 0.774 -0.119 -1.523
H -1.446 -0.494 -2.745
H -2.247 -0.623 -1.182
H -1.541 0.916 -1.688
C 0.372 1.510 0.467
C 0.952 2.373 -0.591
C 1.167 0.862 1.483
H -0.689 1.621 0.662
H -0.196 -0.614 0.092
H 1.926 2.001 -0.919
H 0.291 2.450 -1.457
H 1.129 1.366 2.455
H 0.650 -0.237 1.744
H 2.207 0.715 1.192
H 1.100 3.400 -0.220
*
```

Atomic partial charges in e from the Mulliken method, atoms 1 to 5: atom 1 (C): -0.033, atom 2 (C): -0.990, atom 3 (N): -0.559, atom 4 (N): -0.337, atom 5 (H): 0.266

[3]
ORCA calculation (ωB97M-V/def2-TZVPD) on a cluster of 2 separate species, C3H2ClF4NO in total at a distorted geometry.

Output
Energy relative to the best compared isomer or geometry (same formula, charge and spin) (kJ/mol): 127.76
DFT total energy (a.u.): -1105.11347

```
! RIJCOSX wB97M-V def2-TZVPD def2/J DEFGRID3
* xyz 0 1
C -0.842 0.205 0.989
C 0.786 0.546 -0.423
C 0.105 -0.054 -1.655
N -0.321 -0.189 2.145
O -1.882 0.506 0.575
F 1.118 1.846 -0.494
F 1.846 -0.180 -0.085
F -0.989 0.565 -2.076
F 0.934 -0.210 -2.725
Cl -0.307 -1.717 -1.075
H 0.525 -0.646 2.156
H -0.973 -0.672 2.666
*
```

Atomic partial charges in e from the Mulliken method, atoms 1 to 5: atom 1 (C): 0.501, atom 2 (C): 0.183, atom 3 (C): 0.717, atom 4 (N): -0.426, atom 5 (O): -0.404

[4]
ORCA calculation (ωB97M-V/def2-TZVPD) on the molecule C4H4F2 at a distorted geometry.

Output
Energy relative to the best compared isomer or geometry (same formula, charge and spin) (kJ/mol): 95.92
DFT total energy (a.u.): -354.46405
Structure (SMILES): F/C=C/C=C/F

```
! RIJCOSX wB97M-V def2-TZVPD def2/J DEFGRID3
* xyz 0 1
C 0.695 0.509 0.065
C -0.716 0.652 0.077
C 1.412 -0.599 0.154
C -1.412 -0.483 0.008
F 2.702 -0.479 -0.129
F -2.706 -0.557 -0.076
H 1.284 1.490 -0.167
H -1.246 1.620 0.133
H 1.146 -1.659 0.202
H -0.748 -1.414 0.118
*
```

Atomic partial charges in e from the Mulliken method, atoms 1 to 5: atom 1 (C): 0.128, atom 2 (C): -0.220, atom 3 (C): -0.352, atom 4 (C): -0.027, atom 5 (F): -0.244

[5]
ORCA calculation (ωB97M-V/def2-TZVPD) on a structure of composition C33H43N6O6PdTe.

Output
Energy relative to the best compared isomer or geometry (same formula, charge and spin) (kJ/mol): 0.00
DFT total energy (a.u.): -2458.55656
<S²>: 0.790

```
! RIJCOSX wB97M-V def2-TZVPD def2/J DEFGRID3
* xyz 2 2
Pd 0.250 0.331 2.767
O 0.078 0.955 4.829
C 1.283 1.383 5.521
C 2.047 0.202 6.084
C 2.301 -0.894 5.040
C 3.055 -0.383 3.847
C 4.441 -0.304 3.872
C 5.131 0.183 2.778
C 4.413 0.589 1.662
C 3.040 0.504 1.696
N 2.375 0.021 2.760
H -0.482 0.442 5.424
H 0.997 2.089 6.298
H 1.852 1.924 4.768
H 1.503 -0.236 6.924
H 2.989 0.581 6.487
H 1.354 -1.319 4.712
H 2.870 -1.704 5.495
H 4.965 -0.636 4.759
H 6.211 0.247 2.794
H 4.903 0.977 0.781
H 2.436 0.834 0.862
C -2.278 -3.800 3.752
N -2.672 -2.473 3.257
C -3.947 -2.211 2.851
C -4.305 -1.007 2.366
C -3.302 0.010 2.310
N -2.058 -0.253 2.734
C -1.731 -1.487 3.163
O -0.535 -1.712 3.462
N -3.578 1.218 1.839
H -3.169 -4.324 4.086
H -1.592 -3.681 4.584
H -1.789 -4.369 2.964
H -4.646 -3.031 2.943
H -5.320 -0.816 2.054
H -4.529 1.481 1.645
H -2.864 1.938 1.881
O 0.241 4.346 1.947
N -0.054 3.190 2.056
O 0.827 2.372 2.549
O -1.106 2.699 1.624
C 0.616 -2.516 0.812
C 0.134 -1.189 0.315
O -0.403 -1.227 -0.921
N 0.257 -0.025 0.818
Te -0.869 0.640 -1.494
C -2.063 0.058 -3.129
C -2.167 1.053 -4.108
C -1.460 2.385 -4.017
C -2.966 0.803 -5.218
C -3.667 -0.386 -5.360
C -4.516 -0.654 -6.569
C -3.586 -1.324 -4.334
C -2.802 -1.131 -3.206
C -2.810 -2.187 -2.132
C 0.994 0.898 -2.408
C 1.722 2.028 -2.013
C 1.171 3.126 -1.149
C 3.013 2.180 -2.510
C 3.574 1.261 -3.381
C 4.968 1.434 -3.909
C 2.807 0.163 -3.771
C 1.517 -0.049 -3.315
C 0.764 -1.243 -3.841
H 0.155 -3.329 0.256
H 0.433 -2.625 1.876
H 1.695 -2.551 0.649
H -1.422 2.790 -2.997
H -1.993 3.128 -4.607
H -0.436 2.330 -4.391
H -3.049 1.566 -5.984
H -4.513 0.191 -7.255
H -5.548 -0.856 -6.279
H -4.152 -1.530 -7.106
H -4.161 -2.239 -4.413
H -3.592 -2.915 -2.337
H -3.007 -1.755 -1.145
H -1.862 -2.719 -2.076
H 0.297 2.830 -0.574
H 0.875 3.978 -1.764
H 1.921 3.486 -0.444
H 3.582 3.055 -2.217
H 5.400 2.383 -3.599
H 4.976 1.392 -4.999
H 5.614 0.630 -3.552
H 3.231 -0.552 -4.467
H 1.438 -1.873 -4.418
H -0.048 -0.937 -4.502
H 0.334 -1.852 -3.046
*
```

Atomic partial charges in e from the Mulliken method, atoms 1 to 5: atom 1 (Pd): 0.731, atom 2 (O): -0.482, atom 3 (C): -0.555, atom 4 (C): -0.739, atom 5 (C): -0.311

[6]
ORCA calculation (ωB97M-V/def2-TZVPD) on a structure of composition C63H61BaN2O2P4Te at a distorted geometry.

Output
Energy relative to the best compared isomer or geometry (same formula, charge and spin) (kJ/mol): 78.56
DFT total energy (a.u.): -4356.12633

```
! RIJCOSX wB97M-V def2-TZVPD def2/J DEFGRID3
* xyz 1 1
Ba -0.547 0.547 -0.236
C 1.485 3.438 -6.856
C 1.201 2.635 -5.607
C 1.059 1.251 -5.646
C 0.823 0.505 -4.505
C 0.690 -0.993 -4.652
O -0.279 -1.468 -5.198
C 1.811 -1.861 -4.159
C 2.770 -1.370 -3.278
C 3.777 -2.203 -2.811
C 3.837 -3.522 -3.241
C 2.889 -4.009 -4.136
C 1.874 -3.180 -4.591
C 0.663 1.102 -3.262
O 0.351 0.350 -2.194
C 0.806 2.509 -3.187
C 1.080 3.230 -4.363
C 0.689 3.262 -1.910
N 0.225 2.730 -0.828
C 0.250 3.472 0.453
C -1.146 3.856 0.976
Te -2.752 2.493 0.505
C -2.893 3.089 -1.526
C -3.446 4.346 -1.782
C -3.535 4.807 -3.092
C -3.082 4.017 -4.143
C -2.552 2.759 -3.891
C -2.463 2.287 -2.586
C 1.132 4.697 -1.917
C 0.174 5.702 -1.976
C 0.570 7.035 -1.966
C 1.919 7.362 -1.888
C 2.875 6.352 -1.829
C 2.482 5.020 -1.851
H 1.338 2.835 -7.753
H 2.515 3.801 -6.870
H 0.832 4.309 -6.931
H 1.139 0.729 -6.596
H 2.719 -0.340 -2.950
H 4.519 -1.822 -2.118
H 4.630 -4.171 -2.888
H 2.942 -5.035 -4.479
H 1.117 -3.542 -5.276
H 1.173 4.309 -4.299
H 0.858 4.372 0.392
H 0.736 2.823 1.176
H -1.456 4.809 0.550
H -1.126 3.958 2.062
H -3.806 4.962 -0.968
H -3.965 5.782 -3.290
H -3.153 4.378 -5.163
H -2.197 2.136 -4.706
H -2.046 1.292 -2.432
H -0.877 5.439 -2.051
H -0.177 7.818 -2.023
H 2.227 8.400 -1.881
H 3.928 6.601 -1.773
H 3.226 4.229 -1.819
C -2.896 -4.496 2.673
P -2.011 -4.267 1.073
C -1.267 -5.935 0.877
C -3.412 -4.338 -0.116
C -4.429 -5.283 0.030
C -5.517 -5.326 -0.827
C -5.599 -4.400 -1.857
C -4.589 -3.464 -2.029
C -3.479 -3.418 -1.176
P -2.115 -2.198 -1.505
C -2.683 -1.420 -3.077
C -0.822 -3.343 -2.152
H -3.410 -5.459 2.735
H -3.629 -3.698 2.807
H -2.185 -4.447 3.499
H -2.016 -6.729 0.935
H -0.528 -6.084 1.669
H -0.753 -6.009 -0.083
H -4.375 -6.008 0.837
H -6.293 -6.071 -0.688
H -6.446 -4.408 -2.535
H -4.679 -2.765 -2.848
H -2.864 -2.141 -3.874
H -1.895 -0.749 -3.427
H -3.585 -0.826 -2.911
H -1.278 -4.163 -2.706
H -0.222 -3.749 -1.335
H -0.155 -2.797 -2.818
N 0.638 -0.373 3.783
P -0.352 -1.706 3.359
C -1.135 -2.119 4.949
C -2.524 -2.042 5.024
C -3.186 -2.269 6.229
C -2.457 -2.573 7.369
C -1.067 -2.647 7.308
C -0.412 -2.424 6.106
C 0.871 -3.052 3.106
C 0.944 -4.242 3.821
C 1.919 -5.194 3.520
C 2.834 -4.963 2.504
C 2.763 -3.784 1.767
C 1.785 -2.851 2.066
P 0.968 0.858 2.675
C 2.778 0.840 2.432
C 3.257 0.643 1.138
C 4.622 0.600 0.872
C 5.523 0.754 1.912
C 5.061 0.949 3.214
C 3.699 1.000 3.470
C 0.699 2.366 3.704
C 1.454 3.533 3.573
C 1.126 4.675 4.294
C 0.034 4.665 5.157
C -0.723 3.510 5.297
C -0.394 2.367 4.574
H 1.244 -0.456 4.592
H -3.097 -1.802 4.133
H -4.267 -2.207 6.273
H -2.968 -2.756 8.307
H -0.496 -2.883 8.199
H 0.671 -2.495 6.073
H 0.232 -4.444 4.613
H 1.961 -6.116 4.088
H 3.599 -5.698 2.283
H 3.461 -3.603 0.957
H 1.716 -1.956 1.463
H 2.564 0.510 0.315
H 4.977 0.449 -0.142
H 6.588 0.729 1.714
H 5.769 1.067 4.026
H 3.354 1.174 4.484
H 2.315 3.555 2.912
H 1.725 5.571 4.186
H -0.217 5.553 5.725
H -1.570 3.492 5.973
H -0.987 1.468 4.697
*
```

Atomic partial charges in e from the Mulliken method, atoms 1 to 5: atom 1 (Ba): 0.769, atom 2 (C): -1.659, atom 3 (C): -0.190, atom 4 (C): 0.011, atom 5 (C): 1.160

[7]
ORCA calculation (ωB97M-V/def2-TZVPD) on the molecule Cl3F2NP2S at a distorted geometry.

Output
Energy relative to the best compared isomer or geometry (same formula, charge and spin) (kJ/mol): 363.02
DFT total energy (a.u.): -2716.01363

```
! RIJCOSX wB97M-V def2-TZVPD def2/J DEFGRID3
* xyz 0 1
N 2.073 1.481 0.782
F 1.429 -0.043 -1.311
F 2.618 -1.186 0.269
P -1.563 -0.063 0.014
P 1.694 0.165 0.238
S -0.199 -1.148 1.145
Cl -3.240 0.036 0.970
Cl -0.825 1.765 -0.435
Cl -1.989 -1.007 -1.672
*
```

Atomic partial charges in e from the Mulliken method, atoms 1 to 5: atom 1 (N): -0.570, atom 2 (F): -0.220, atom 3 (F): -0.262, atom 4 (P): 0.916, atom 5 (P): 0.646

[8]
ORCA calculation (ωB97M-V/def2-TZVPD) on the ion C11H12NO2 with charge +1 at a distorted geometry.

Output
Energy relative to the best compared isomer or geometry (same formula, charge and spin) (kJ/mol): 448.81
DFT total energy (a.u.): -631.10113

```
! RIJCOSX wB97M-V def2-TZVPD def2/J DEFGRID3
* xyz 1 1
C 0.602 -2.497 -2.065
C 0.999 -1.376 -1.642
C -0.350 -3.368 -2.420
C -1.518 -2.863 -1.723
C -1.762 -1.583 -1.160
C -1.059 -0.351 -1.108
C 0.828 1.370 1.569
C -1.699 0.747 -0.304
C 0.408 -0.250 -1.204
C -0.014 0.279 1.499
C 2.947 2.447 1.902
N -1.306 0.330 1.107
O 0.534 2.603 1.020
O 2.084 1.295 2.020
H -0.298 -4.258 -2.943
H -2.313 -3.523 -1.569
H -2.777 -1.604 -0.575
H -1.259 1.775 -0.534
H -2.755 0.844 -0.403
H 0.888 0.610 -0.975
H 0.545 -0.610 1.830
H 3.202 2.735 0.762
H 3.833 1.984 2.440
H 2.395 3.241 2.368
H -0.424 2.552 0.718
H -1.734 -0.530 1.390
*
```

Atomic partial charges in e from the Mulliken method, atoms 1 to 5: atom 1 (C): 0.267, atom 2 (C): -0.266, atom 3 (C): -0.844, atom 4 (C): -0.358, atom 5 (C): -0.369

[9]
ORCA calculation (ωB97M-V/def2-TZVPD) on a cluster of 4 separate species, C21H27BClF7N3O12 in total at a distorted geometry.

Output
DFT total energy (a.u.): -3067.63803

```
! RIJCOSX wB97M-V def2-TZVPD def2/J DEFGRID3
* xyz -1 1
C -2.102 3.458 0.978
C -2.123 1.917 0.883
B -1.367 1.471 -0.426
O -0.378 2.255 -0.964
O -1.735 0.234 -1.077
C -0.931 -0.789 -0.792
O -1.325 -1.935 -0.901
C 0.483 -0.501 -0.356
C 0.839 -0.362 0.962
C 2.081 -0.076 1.311
C 2.470 0.135 2.769
O 2.484 1.264 3.199
C 2.861 -1.099 3.616
F 4.125 -1.031 4.038
F 2.806 -2.187 2.820
C 1.930 -1.389 4.837
F 2.658 -2.118 5.703
F 0.914 -2.165 4.495
C 1.457 -0.144 5.631
F 1.047 -0.605 6.837
F 2.461 0.688 5.896
C 0.248 0.557 5.002
O -0.228 0.203 3.942
O -0.219 1.607 5.667
N 3.035 0.064 0.368
C 4.397 0.352 0.854
C 2.751 -0.057 -0.922
C 3.773 0.111 -2.002
C 3.996 1.588 -2.421
C 5.071 2.322 -1.620
Cl 2.471 2.546 -2.245
C 1.445 -0.358 -1.327
N 1.058 -0.504 -2.655
H -2.975 3.801 1.523
H -2.188 3.864 -0.051
H -1.172 3.844 1.441
H -1.653 1.449 1.767
H -3.172 1.628 0.795
H 0.322 2.427 -0.330
H 0.058 -0.449 1.708
H -1.006 1.892 5.175
H 4.380 1.313 1.360
H 4.687 -0.444 1.541
H 5.131 0.373 0.065
H 4.749 -0.302 -1.752
H 3.448 -0.383 -2.914
H 4.299 1.602 -3.465
H 5.443 3.214 -2.117
H 4.726 2.625 -0.630
H 5.894 1.618 -1.459
H 1.021 -1.471 -2.952
H 1.596 0.062 -3.301
C -4.293 -2.853 -2.743
C -4.643 -2.723 -1.277
O -5.621 -1.695 -1.057
C -6.869 -2.009 -1.376
O -7.254 -3.065 -1.813
O -7.637 -0.943 -1.139
C -8.998 -1.106 -1.525
H -3.979 -1.888 -3.143
H -3.488 -3.575 -2.879
H -5.153 -3.183 -3.327
H -3.758 -2.424 -0.721
H -4.988 -3.669 -0.857
H -9.432 -1.998 -1.077
H -9.077 -1.151 -2.611
H -9.536 -0.232 -1.167
N 4.605 -0.852 -5.254
O 5.612 -0.549 -4.573
O 3.605 -0.087 -5.255
O 4.588 -1.896 -5.914
F -3.726 3.785 -0.795
*
```

Atomic partial charges in e from the Mulliken method, atoms 1 to 5: atom 1 (C): -1.383, atom 2 (C): 0.057, atom 3 (B): 0.033, atom 4 (O): -0.454, atom 5 (O): -0.222

[10]
ORCA calculation (ωB97M-V/def2-TZVPD) on a structure of composition C7H12CrO4 at a distorted geometry.

Output
DFT total energy (a.u.): -1619.09208
<S²>: 6.279

```
! RIJCOSX wB97M-V def2-TZVPD def2/J DEFGRID3
* xyz 0 5
C 1.973 -1.464 -0.139
C 2.745 -1.169 1.128
O 3.605 -0.017 0.865
Cr 2.815 0.529 -0.974
H 1.086 -1.669 -0.753
H 3.986 0.356 1.664
H 2.300 -2.492 -0.378
H 3.400 -1.992 1.451
H 2.104 -0.914 1.985
O -5.352 -0.334 -1.663
C -4.579 0.116 -0.796
O -4.845 0.550 0.340
O -3.244 0.067 -1.173
C -2.260 0.374 -0.203
C -0.889 0.221 -0.845
C 0.224 0.497 0.130
C 0.929 1.694 0.076
H -2.354 -0.301 0.663
H -2.397 1.403 0.164
H -0.802 0.891 -1.713
H -0.788 -0.802 -1.241
H 0.181 -0.002 1.104
H 1.542 1.986 0.937
H 0.618 2.473 -0.628
*
```

Atomic partial charges in e from the Mulliken method, atoms 1 to 5: atom 1 (C): -0.984, atom 2 (C): 0.050, atom 3 (O): -0.498, atom 4 (Cr): 0.634, atom 5 (H): 0.307

[11]
ORCA calculation (ωB97M-V/def2-TZVPD) on a cluster of 2 separate species, CH2BrN3 in total at a distorted geometry.

Output
Energy relative to the best compared isomer or geometry (same formula, charge and spin) (kJ/mol): 321.48
DFT total energy (a.u.): -2777.33191
<S²>: 2.015

```
! RIJCOSX wB97M-V def2-TZVPD def2/J DEFGRID3
* xyz 0 3
C -0.542 1.531 0.073
N -0.909 2.479 -0.417
N 0.889 -0.891 0.067
N -0.282 -0.563 0.571
Br -1.764 -1.264 -0.248
H 1.007 -0.675 -0.875
H 1.601 -0.618 0.829
*
```

Atomic partial charges in e from the Mulliken method, atoms 1 to 5: atom 1 (C): 0.116, atom 2 (N): -0.273, atom 3 (N): -0.289, atom 4 (N): -0.144, atom 5 (Br): 0.035

[12]
ORCA calculation (ωB97M-V/def2-TZVPD) on a structure of composition CH3KNSSi at a distorted geometry.

Output
DFT total energy (a.u.): -1382.05330

```
! RIJCOSX wB97M-V def2-TZVPD def2/J DEFGRID3
* xyz 1 1
Si 1.138 -0.343 -0.068
N -0.280 -1.425 0.257
C -1.289 -0.886 -0.111
S -2.558 0.161 -0.073
H 2.322 -1.107 0.364
H 1.197 -0.006 -1.505
H 1.079 0.888 0.751
K -1.609 2.717 0.386
*
```

Atomic partial charges in e from the Mulliken method, atoms 1 to 5: atom 1 (Si): 0.515, atom 2 (N): -0.260, atom 3 (C): 0.407, atom 4 (S): -0.373, atom 5 (H): -0.059